1.
Entry from OMol25: an isolated molecule of C5H7N (ωB97M-V/def2-TZVPD).

spin multiplicity	1
Kohn-Sham gap	9.047	eV
net charge	0
HOMO	-0.2945	Ha

Each line ends with the natural charge from an NBO analysis.
Cartesian coordinates (Å):
N  1.3890  -0.6035  0.7752  -0.301
C  0.3578  -1.0567  1.2610  0.178
C  -0.9574  -0.7666  0.5681  -0.527
C  -0.8706  0.0385  -0.7004  -0.183
C  2.4777  -0.0922  0.3672  -0.238
C  -1.4844  1.2004  -0.8968  -0.391
H  -1.5954  -0.2610  1.3032  0.237
H  -1.4374  -1.7358  0.3824  0.242
H  -0.2401  -0.3748  -1.4887  0.198
H  3.1043  -0.6361  -0.3316  0.195
H  2.7607  0.8935  0.7207  0.196
H  -2.1059  1.6521  -0.1253  0.190
H  -1.3983  1.7421  -1.8350  0.201

Forces on the atoms, in the same order (eV/Å):
-0.26 -0.05 0.12
0.42 0.27 -0.32
-0.17 0.02 -0.03
-0.04 0.11 -0.02
-0.05 -0.02 0.03
0.05 -0.11 0.02
0.08 -0.09 -0.09
0.07 0.11 0.04
-0.13 0.06 0.09
-0.08 0.03 0.10
0.02 -0.13 -0.01
0.08 -0.09 -0.09
0.02 -0.09 0.14

=====

2.
Entry from OMol25: an isolated molecule of C5H7N (ωB97M-V/def2-TZVPD).

SMILES	C1=CCN=CC1
spin multiplicity	1
Kohn-Sham gap	10.520	eV
net charge	0
HOMO	-0.3468	Ha

Each line ends with the natural charge from an NBO analysis.
Cartesian coordinates (Å):
C  -0.9827  -0.7505  0.1810  -0.187
C  0.2451  -1.2341  0.3726  -0.195
C  1.3559  -0.2094  0.4390  -0.321
N  1.2233  0.5773  -0.8067  -0.385
C  0.0274  0.9743  -0.9734  0.129
C  -1.0534  0.7524  0.0648  -0.539
H  -1.8282  -1.3418  -0.1514  0.216
H  0.5043  -2.2731  0.2118  0.214
H  1.2308  0.4472  1.3192  0.208
H  2.3536  -0.6521  0.5176  0.213
H  -0.2962  1.3045  -1.9565  0.185
H  -0.7627  1.2436  1.0118  0.235
H  -2.0256  1.1603  -0.2257  0.228

Forces on the atoms, in the same order (eV/Å):
0.16 -0.27 0.14
-0.23 -0.10 0.10
-0.02 -0.12 0.01
-0.44 0.32 -0.01
0.34 0.36 -0.17
0.08 -0.14 -0.13
0.04 -0.11 0.38
-0.13 -0.06 0.40
-0.04 -0.15 -0.20
-0.24 0.09 -0.20
0.30 0.61 0.03
0.00 -0.20 -0.29
0.19 -0.24 -0.06

=====

Max |F|, respectively: 0.6, 0.7 eV Å⁻¹.
Energy above the lowest of the compared OMol25 structures with the same formula, charge and spin, respectively: 3.152, 1.537 eV.
Calculated total energy, respectively: -6785.360, -6786.976 eV.